The following is a quantum chemistry calculation of C19H17BrIrN3O4S3SbSe as an isolated structure at a distorted geometry, from the Open Molecules 2025 dataset.

frontier orbital gap (spin up / spin down) = 5.007 / 5.707 eV
multiplicity = 1
net charge = -1
ΔE to the lowest compared entry with this formula, charge and spin = 38.8 kcal per mole
E = -209910.6352 eV

Element x y z (Å)
1 Ir 0.57235 0.07285 0.48851
2 S 3.83667 4.56819 -0.08335
3 Sb 3.81171 2.29523 -0.11524
4 S 1.77051 1.82214 1.20294
5 S 3.90366 1.33732 -2.16049
6 Br 0.75492 -1.08013 2.78716
7 C -1.12558 -0.92621 3.06259
8 C -1.70769 -1.71158 4.00234
9 C -3.07175 -1.49546 4.30478
10 C -3.75147 -0.48690 3.69106
11 C -3.13426 0.32301 2.70190
12 C -3.83087 1.38605 2.07891
13 C -3.20659 2.14147 1.13386
14 C -1.88893 1.83639 0.72093
15 C -1.17018 0.80262 1.26333
16 C -1.79442 0.07523 2.32589
17 H -1.14368 -2.48220 4.50898
18 H -3.55532 -2.12039 5.04376
19 H -4.78580 -0.28662 3.94473
20 H -4.85841 1.57745 2.36490
21 H -3.72938 2.96596 0.66390
22 H -1.46364 2.43501 -0.07358
23 C 3.79271 -3.38865 -0.75962
24 C 4.00202 -2.62421 0.38188
25 C 3.23378 -1.49703 0.56642
26 N 2.29949 -1.09555 -0.30838
27 C 2.12683 -1.82062 -1.41338
28 C 2.84928 -2.97232 -1.67390
29 H 4.35656 -4.29806 -0.92368
30 H 4.73514 -2.90202 1.12621
31 H 3.36485 -0.86622 1.43818
32 H 1.38028 -1.48013 -2.10958
33 H 2.63221 -3.53465 -2.56989
34 C 0.35590 3.67048 -3.55210
35 N 0.18886 2.40135 -2.86632
36 C -0.29763 1.22923 -3.38743
37 C -0.26256 0.31303 -2.39072
38 N 0.26276 0.92102 -1.26214
39 C 0.49581 2.19225 -1.59087
40 H -0.07575 3.58365 -4.54543
41 H 1.41701 3.90694 -3.62811
42 H -0.15415 4.46227 -3.00771
43 H -0.61631 1.14447 -4.41083
44 H -0.65049 -0.69315 -2.37453
45 H 0.91384 2.95682 -0.96211
46 O -2.31322 -1.47459 -1.58654
47 Se -1.43032 -2.58866 -0.78323
48 O -0.41817 -3.40359 -1.76979
49 O -0.34831 -1.69541 0.24643
50 O -2.27228 -3.49605 0.25936

***

The following is a quantum chemistry calculation of an isolated ion of composition C10H20B2F3O2 and charge -1 at a distorted geometry, from the Open Molecules 2025 dataset.

frontier orbital gap = 6.764 eV
multiplicity = 1
net charge = -1
ΔE to the lowest compared entry with this formula, charge and spin = 131.1 kcal per mole
E = -24290.6875 eV

Element x y z (Å)
1 C 0.40478 -2.06418 1.92562
2 C -0.18075 -2.50886 0.63112
3 B -0.71833 -1.55831 -0.58563
4 C 0.24506 -0.34725 -1.07700
5 C 1.83036 -0.44373 -0.76841
6 C 2.36815 1.03649 -0.20901
7 C 1.74420 1.45052 1.24874
8 C 4.01088 1.02874 -0.04390
9 B -2.14782 -0.86735 -0.02776
10 O -2.85918 -1.59774 1.05191
11 O -2.70924 0.40548 -0.51595
12 C -2.54779 1.50152 0.45514
13 C -3.20880 2.87741 -0.22175
14 C -1.06883 -2.50344 -1.92577
15 F 0.24423 -2.84986 -2.58062
16 F -1.84254 -3.72692 -1.57010
17 F -1.86312 -1.77682 -2.95469
18 H -0.28402 -1.58730 2.75153
19 H 1.54740 -2.26349 2.10170
20 H -0.21875 -3.68771 0.44355
21 H 0.12596 -0.27078 -2.26330
22 H -0.12564 0.71735 -0.68263
23 H 2.39710 -0.58778 -1.80804
24 H 2.20059 -1.30009 -0.07443
25 H 2.02952 1.81902 -1.02566
26 H 0.92240 0.66357 1.60686
27 H 1.12971 2.45873 1.07288
28 H 2.52836 1.61972 2.10021
29 H 4.23267 0.49004 0.99464
30 H 4.34338 2.16883 0.04636
31 H 4.52436 0.47398 -0.95097
32 H -2.41377 -1.47245 1.94201
33 H -3.08069 1.32510 1.48764
34 H -1.43250 1.78497 0.69587
35 H -4.25414 3.14723 0.26496
36 H -3.39504 2.64361 -1.35656
37 H -2.47819 3.80175 -0.17858

***

The following is a quantum chemistry calculation of C7H14BF4GaN5O3 as an isolated structure, from the Open Molecules 2025 dataset.

frontier orbital gap = 11.250 eV
multiplicity = 1
net charge = +1
ΔE to the lowest compared entry with this formula, charge and spin = 4.6 kcal per mole
E = -85006.2689 eV

Element x y z (Å)
1 Ga 1.12525 -1.36802 0.63576
2 N 0.66375 -0.15676 2.16994
3 C -0.75940 0.27872 2.01343
4 C -0.84622 1.76130 1.63368
5 C -0.21345 2.16867 0.28576
6 C -1.18657 2.28156 -0.89428
7 N -1.58391 1.00593 -1.48313
8 C -0.92381 0.33383 -2.41540
9 N -1.28020 -0.92778 -2.66850
10 N 0.06267 0.89318 -3.11718
11 C -1.45378 -0.56928 0.94312
12 O -2.63344 -0.38906 0.72739
13 O -0.70178 -1.36141 0.22937
14 H 0.79953 -0.68305 3.03161
15 H 1.28800 0.64597 2.21033
16 H -1.28518 0.11513 2.95285
17 H -0.38031 2.33197 2.44020
18 H -1.90216 2.03303 1.64858
19 H 0.61504 1.51112 -0.00178
20 H 0.23507 3.15564 0.41187
21 H -0.76570 2.92231 -1.66945
22 H -2.10508 2.77743 -0.58082
23 H -2.30465 0.49188 -0.98437
24 H -1.79802 -1.43683 -1.96735
25 H -0.79027 -1.47154 -3.35767
26 H 0.26936 1.87224 -3.04174
27 H 0.55207 0.37171 -3.82355
28 F 2.43233 -4.53986 2.12536
29 B 1.71513 -3.45376 1.92534
30 F 0.64799 -3.17892 2.73732
31 F 1.20715 -3.32176 0.51412
32 F 2.51621 -2.18954 1.89178
33 O 3.74028 -0.70851 -2.35429
34 C 2.94760 -0.65925 -1.50541
35 N 2.09650 -0.53627 -0.66293